No. 1
Molecular formula: C19H15Cl2IrN2O4
Method: DFT, wB97M-V/def2-TZVPD

As for the net charge: +1. As for the expectation value of S²: 0.77. The frontier orbital gap (spin up / spin down) comes out at 7.17 / 6.31 eV. The value obtained for the HOMO energy (spin up / spin down) is -11.340 / -11.726 eV. The energy above the lowest of the compared OMol25 structures with the same formula, charge and spin comes out at 11.4 kJ/mol. Its spin multiplicity is 2.

Each line ends with the Löwdin spin population.
CARTESIAN COORDINATES (ANGSTROEM)
Ir: -0.584 -0.520 -0.568  0.1344
C: -1.949 3.256 0.635  0.0037
C: -1.477 1.845 0.708  0.0379
O: -0.694 1.453 -0.198  0.0572
C: -1.870 1.049 1.838  0.1374
C: -1.305 -0.144 2.200  -0.0090
C: -1.464 -0.742 3.558  -0.0080
N: -0.477 -0.788 1.326  0.2415
N: 0.447 -1.635 1.756  0.2070
C: 1.427 -1.730 0.831  0.0513
O: 1.377 -1.041 -0.246  0.0835
C: 2.567 -2.604 1.100  0.0035
C: 3.522 -2.795 0.100  0.0071
C: 4.581 -3.656 0.321  0.0007
C: 4.690 -4.324 1.535  0.0116
C: 3.744 -4.129 2.534  -0.0009
C: 2.681 -3.270 2.321  0.0106
H: -1.761 3.665 -0.353  0.0002
H: -1.421 3.857 1.380  0.0012
H: -3.012 3.298 0.871  0.0008
H: -2.527 1.526 2.550  0.0068
H: -2.162 -0.155 4.148  0.0001
H: -0.500 -0.777 4.066  -0.0022
H: -1.819 -1.770 3.475  -0.0030
H: 3.423 -2.267 -0.838  0.0004
H: 5.321 -3.812 -0.452  -0.0002
H: 5.518 -4.999 1.705  0.0006
H: 3.840 -4.645 3.479  -0.0003
H: 1.945 -3.104 3.094  -0.0002
Cl: -6.593 -4.256 0.412  0.0007
C: -5.351 -3.122 0.033  0.0016
C: -5.672 -1.758 -0.048  -0.0003
C: -4.711 -0.828 -0.348  0.0014
Cl: -5.126 0.843 -0.434  0.0019
C: -3.368 -1.202 -0.584  0.0007
O: -2.513 -0.263 -0.893  0.0159
C: -3.060 -2.587 -0.494  0.0020
C: -1.769 -3.116 -0.767  -0.0018
O: -0.721 -2.484 -1.040  0.0058
C: -4.070 -3.532 -0.189  -0.0014
H: -6.690 -1.435 0.129  0.0000
H: -1.669 -4.204 -0.771  -0.0001
H: -3.818 -4.583 -0.141  -0.0001

No. 2
Molecular formula: C19H15ClN2O2Tc
Method: DFT, wB97M-V/def2-TZVPD

As for the net charge: +2. As for the expectation value of S²: 3.81. The frontier orbital gap (spin up / spin down) comes out at 6.83 / 5.14 eV. The value obtained for the HOMO energy (spin up / spin down) is -14.840 / -14.839 eV. The energy above the lowest of the compared OMol25 structures with the same formula, charge and spin comes out at 0.0 kJ/mol. Its spin multiplicity is 4.

Each line ends with the Löwdin spin population.
CARTESIAN COORDINATES (ANGSTROEM)
Tc: 0.485 -1.871 -0.772  1.7915
C: -0.808 0.493 0.597  0.0246
N: -0.687 -0.247 -0.698  0.2027
C: -1.288 0.158 -1.780  -0.0351
C: -1.063 -0.629 -2.934  0.2675
C: -1.500 -0.555 -4.282  0.0379
C: -0.931 -1.616 -4.921  0.1588
C: -0.151 -2.332 -3.935  0.2546
N: -0.231 -1.740 -2.752  0.0555
C: -1.737 1.665 0.545  0.0002
C: -3.094 1.488 0.807  -0.0004
C: -3.961 2.567 0.727  0.0003
C: -3.474 3.823 0.387  -0.0007
C: -2.122 4.004 0.130  0.0002
C: -1.253 2.926 0.208  -0.0004
H: 0.211 0.799 0.853  0.0090
H: -1.126 -0.247 1.334  0.0074
H: -1.917 1.041 -1.769  -0.0049
H: -2.150 0.199 -4.697  -0.0014
H: -1.027 -1.900 -5.956  0.0051
H: 0.436 -3.226 -4.093  0.0102
H: -3.471 0.512 1.091  0.0000
H: -5.012 2.432 0.943  0.0000
H: -4.150 4.665 0.334  0.0000
H: -1.743 4.986 -0.118  0.0000
H: -0.194 3.072 0.024  0.0000
Cl: 5.234 -0.833 4.626  0.0030
C: 3.990 -1.264 3.530  0.0077
C: 2.938 -2.085 3.962  -0.0038
C: 1.917 -2.459 3.109  0.0098
C: 1.926 -2.009 1.798  0.0052
O: 0.934 -2.388 0.968  0.1317
C: 2.978 -1.179 1.344  0.0064
C: 3.045 -0.703 0.017  0.0089
O: 2.189 -0.884 -0.896  0.0421
C: 4.016 -0.819 2.233  0.0076
H: 2.935 -2.433 4.987  -0.0003
H: 1.116 -3.101 3.447  0.0006
H: 3.912 -0.115 -0.287  -0.0015
H: 4.830 -0.194 1.888  0.0000

No. 3
Molecular formula: C19H15Co2N2O6
Method: DFT, wB97M-V/def2-TZVPD

As for the net charge: -1. The frontier orbital gap comes out at 5.69 eV. The value obtained for the HOMO energy is -3.455 eV. The energy above the lowest of the compared OMol25 structures with the same formula, charge and spin comes out at 86.6 kJ/mol.

Each line ends with the Mulliken charge.
CARTESIAN COORDINATES (ANGSTROEM)
O: -0.630 0.263 1.385  -0.4284
C: -0.471 0.446 0.248  0.1217
Co: -0.283 0.594 -1.501  0.1622
C: -1.933 0.874 -2.153  0.1209
O: -2.998 0.942 -2.608  -0.3702
C: 0.820 1.919 -1.998  0.1243
O: 1.549 2.745 -2.338  -0.4124
C: -0.239 -1.402 -1.651  1.6299
C: -1.608 -1.957 -1.553  0.5348
C: -2.321 -1.891 -0.333  -0.1854
C: -3.682 -2.203 -0.254  -0.7177
C: -4.381 -2.628 -1.398  -0.3929
C: -3.701 -2.694 -2.630  -0.7658
C: -2.327 -2.396 -2.707  -0.2254
C: 0.290 -0.925 -2.843  -0.9323
C: 0.054 -0.987 -4.186  -1.0570
Co: 1.716 -1.791 -1.705  -0.1010
C: 1.825 -2.133 0.027  0.1667
O: 1.805 -2.326 1.162  -0.3712
C: 3.089 -0.611 -1.980  0.0746
O: 3.898 0.191 -2.145  -0.3662
C: 2.023 -3.318 -2.639  0.0732
O: 2.114 -4.306 -3.259  -0.4212
H: -1.784 -1.577 0.563  0.4103
H: -4.203 -2.130 0.712  0.3445
H: -5.436 -2.901 -1.327  0.3564
H: -4.251 -3.011 -3.530  0.3411
H: -1.821 -2.490 -3.675  0.5818
H: 0.818 -1.369 -4.838  0.2362
H: -0.944 -0.757 -4.511  0.4485
C: 2.695 3.093 1.950  -0.9167
C: 1.942 2.746 3.188  0.3324
N: 1.061 1.808 3.183  -0.2371
C: 0.494 1.721 4.607  -0.4995
C: 1.216 2.795 5.412  -0.4403
N: 2.174 3.321 4.423  -0.2797
H: 3.422 3.882 2.144  0.3410
H: 3.188 2.191 1.553  0.2100
H: 1.960 3.406 1.195  0.2155
H: -0.588 1.904 4.553  0.2589
H: 0.704 0.706 4.970  0.2846
H: 0.546 3.593 5.735  0.2675
H: 1.742 2.369 6.267  0.2366
H: 2.456 4.294 4.485  0.2469

No. 4
Molecular formula: C19H15CoN4O3
Method: DFT, wB97M-V/def2-TZVPD

As for the net charge: 0. As for the expectation value of S²: 6.02. The frontier orbital gap (spin up / spin down) comes out at 5.57 / 7.70 eV. The value obtained for the HOMO energy (spin up / spin down) is -5.795 / -8.088 eV. Its spin multiplicity is 5.

Each line ends with the Löwdin spin population.
CARTESIAN COORDINATES (ANGSTROEM)
Co: -0.292 -0.167 0.087  2.7089
O: 2.575 -2.551 -1.537  0.0151
C: 1.739 -1.920 -0.902  0.0100
N: 1.146 -0.750 -1.152  0.0561
C: 1.376 0.023 -2.300  0.0055
C: 2.373 -0.196 -3.247  0.0020
C: 2.510 0.684 -4.314  0.0014
C: 1.672 1.777 -4.465  0.0012
C: 0.658 2.000 -3.541  0.0014
C: 0.517 1.127 -2.475  0.0039
N: -0.492 1.261 -1.471  0.0758
C: -1.086 2.516 -1.014  0.1631
O: -1.195 3.495 -1.761  0.2566
C: -1.524 2.425 0.336  0.1353
C: -2.277 3.484 0.912  0.0526
C: -2.730 3.386 2.189  0.0626
C: -2.434 2.225 2.950  0.1162
C: -1.685 1.247 2.359  0.0207
N: -1.224 1.305 1.094  0.1925
C: 1.230 -2.547 0.403  0.0051
C: 1.835 -3.690 0.897  0.0005
C: 1.365 -4.234 2.079  0.0009
C: 0.299 -3.631 2.731  0.0010
C: -0.258 -2.497 2.172  0.0045
N: 0.198 -1.968 1.034  0.0362
H: 3.033 -1.041 -3.137  0.0001
H: 3.295 0.507 -5.039  0.0001
H: 1.800 2.455 -5.297  0.0001
H: -0.011 2.844 -3.618  -0.0001
H: -2.469 4.351 0.295  0.0027
H: -3.309 4.190 2.625  0.0016
H: -2.768 2.110 3.970  0.0074
H: -1.405 0.360 2.917  -0.0014
H: 2.654 -4.113 0.334  0.0004
H: 1.823 -5.123 2.491  0.0000
H: -0.099 -4.026 3.654  0.0002
H: -1.101 -1.998 2.632  0.0005
C: -2.468 0.614 -2.699  0.0088
O: -1.537 0.263 -1.673  0.0478
H: -3.095 1.445 -2.376  0.0010
H: -3.068 -0.277 -2.866  0.0008
H: -1.927 0.875 -3.609  0.0010

no.,total energy (Ha)
1,-2167.96508
2,-1533.37448
3,-4059.43698
4,-2560.50909